Formula: C30H63FI2N2O12PS3
Source: OMol25
Level of theory: ωB97M-V with the def2-TZVPD basis set

Geometry as XYZ:
```
114
Properties=species:S:1:pos:R:3:lowdin_charge:R:1
H -4.0008 -6.0915 3.3536 0.070
H -0.1575 4.0789 -5.1160 0.094
H -0.7817 -3.6693 1.3562 0.112
O -0.8903 -5.2276 4.8297 -0.297
N 1.6461 1.8011 -2.0806 -0.151
H 1.2117 1.9023 -6.8638 0.130
H -2.5427 -5.8405 -0.2265 0.105
I 4.1448 0.2480 -5.9232 0.802
H -0.4132 -1.1480 1.4874 0.119
C 1.5180 -1.2942 -6.3381 -0.724
C 1.3423 2.5084 -5.9085 -0.149
C 0.7385 0.6220 -2.0642 -0.209
H 3.2364 7.1349 -3.0028 0.064
H 3.2152 8.3169 -4.3788 0.075
O 0.7046 2.2729 1.7238 -0.167
S -2.6839 -6.5482 11.4410 0.599
H 0.3515 3.2672 -3.1334 0.144
C -0.8887 -0.7755 -0.6526 -0.181
O -3.8808 -2.7720 -0.0002 -0.324
H -1.5480 0.1588 -0.6977 0.129
H -0.2561 5.7155 -8.7355 0.112
C -4.5682 -5.2130 3.6667 -0.071
C -0.5225 7.2112 -7.0866 -0.213
C 3.7710 0.2707 -1.6959 -0.158
H 1.2603 -1.2266 -0.8546 0.126
O -2.5182 -3.6204 -1.7875 -0.356
C -4.0224 -5.5651 10.8303 -0.121
O -3.1859 -7.8467 11.7961 -0.270
C 1.2406 2.5853 -3.3510 -0.075
H -4.8625 -5.6468 11.5175 0.077
H 3.3887 -0.0856 -0.6988 0.101
H -4.2998 -5.9518 9.8499 0.071
H -0.6431 6.3033 -5.0674 0.078
C -1.5730 -6.2753 13.7941 -0.263
O 3.3447 1.8745 0.9675 -0.162
C 0.9116 4.9561 -6.9174 -0.176
H 2.3948 2.8948 -5.7715 0.089
H -1.2130 -4.6830 7.5408 0.080
S -2.7123 -3.6742 -0.2897 0.721
C -1.1349 -3.0705 0.4675 -0.204
H 2.0784 3.3027 -3.6496 0.158
C -3.6729 -4.2031 4.3590 -0.269
H 3.6821 -0.5411 -2.4941 0.109
H -1.1151 -1.4190 -1.5514 0.099
O -2.4140 -5.7029 12.7885 -0.264
H -0.6269 -0.9134 -5.7694 0.083
C -0.3421 5.7166 -7.6012 -0.202
H 0.8920 0.1982 0.2211 0.087
H 3.9835 2.3523 1.5347 0.111
H -2.2454 -1.1484 1.0460 0.116
H -0.3455 -3.1869 -0.3487 0.107
C 0.8386 1.7042 -4.6089 -0.260
H -0.0591 -0.9435 -3.3839 0.137
I 2.6701 -2.2469 -7.8954 0.792
H -1.3300 5.1853 -7.3786 0.109
H 1.6897 -1.2385 -3.0277 0.140
C 2.0601 -0.2784 -5.5078 -0.720
C 5.3620 0.4670 -1.5078 -0.080
F 3.9131 2.6853 -1.8532 0.001
H -2.8393 -3.9061 3.7154 0.102
H -1.7510 -5.7096 14.7107 0.124
C -0.7396 7.3473 -5.5115 -0.194
H 1.5780 3.8810 -1.4563 0.143
H -5.0282 -4.7745 2.7786 0.079
C 1.1963 7.3985 -3.8109 -0.276
H 0.1267 -6.8037 12.5618 0.070
H -4.2501 -3.3018 4.5748 0.124
H -1.8609 -7.3110 13.9932 0.118
H 5.6185 1.1094 -0.6198 0.076
H 5.8267 -0.5695 -1.3942 0.095
O -3.1409 -5.1967 0.2148 -0.171
H 1.3605 6.3524 -4.2242 0.067
O -3.1898 -4.6916 5.6105 -0.264
H 0.5718 7.2558 -2.8636 0.114
H 2.5595 8.8632 -2.7343 0.082
H -2.4760 -5.9057 7.8955 0.057
C 0.3055 3.7412 -6.0898 -0.206
H 0.5247 -6.4963 14.2549 0.082
H -0.3994 -1.9928 -7.2149 0.072
H -0.3189 1.0276 -2.2308 0.165
C 0.9550 -0.4143 -3.2925 -0.086
H 0.1580 2.8681 -0.9945 0.153
S -1.9850 -5.7681 5.5941 0.602
H -5.3543 -5.5601 4.3404 0.088
H 1.0675 1.6699 2.4020 0.080
H -1.4786 7.5976 -7.5808 0.111
C 0.6456 -0.2697 -0.7688 -0.135
H -3.6893 -4.5320 10.7426 0.076
H 1.5447 4.5502 -7.7613 0.114
C 2.6378 7.9876 -3.4602 -0.127
O -2.5312 -7.0677 5.3157 -0.274
H -0.5525 3.3039 -6.7053 0.120
C -0.1052 -6.1747 13.4233 -0.076
O -1.5581 -6.3865 10.5590 -0.292
H -0.8128 -6.4230 7.5165 0.084
C -1.2048 -1.4849 0.7479 -0.175
H -0.1420 9.1648 -4.2731 0.113
H -0.3069 1.7544 -4.6910 0.162
H -1.7770 7.7276 -5.2373 0.111
O 2.2825 4.2032 1.1231 -0.314
N 1.2076 0.3033 -4.5325 -0.177
H 3.3107 1.5402 -3.4048 0.104
H -0.0709 -2.6929 -5.5488 0.089
C 0.0084 -1.7645 -6.1842 -0.138
H 5.8128 0.8766 -2.4735 0.087
C 1.3004 2.8595 -1.0322 -0.115
C -1.5841 -5.6809 7.3144 -0.122
H 0.1558 -5.1489 13.1544 0.084
H 0.9938 8.7630 -5.6478 0.100
H 0.3083 7.8747 -7.4717 0.106
H 1.5077 5.6673 -6.2573 0.105
C 3.1112 1.5741 -2.2805 -0.241
C 0.3647 8.3128 -4.8244 -0.191
P 1.9664 2.7659 0.6774 0.631
```

Values from the calculation:
E_LUMO ... -2.5 eV
HOMO energy ... -0.4115 Ha
Charge ... +1
E_tot ... -4424.011374 Ha
Strongest force on any atom ... 0.144 Eh/bohr
2S+1 ... 1

***

Formula: C30H64BO5
Source: OMol25
Level of theory: ωB97M-V with the def2-TZVPD basis set

Geometry as XYZ:
```
100
Properties=species:S:1:pos:R:3:lowdin_charge:R:1
B -1.1836 -3.3275 -1.2013 -0.525
H 0.2048 1.6319 -4.6797 0.080
C -2.5037 -2.7416 2.5496 -0.255
C -0.9900 -4.2880 0.1213 -0.239
H 7.0668 -0.1980 -3.8517 0.085
C -2.3024 -4.7016 0.8060 -0.268
H 4.5920 3.5575 -3.3560 0.083
H -3.4632 -1.0587 -1.3052 0.085
H 1.0663 1.3008 -2.3910 0.098
H -1.8240 2.2100 -3.8218 0.106
H -3.3278 0.4242 0.8050 0.060
C 3.7699 2.8876 -3.6167 -0.027
H -3.7248 -6.7529 3.5759 0.083
H -2.9287 0.1983 -4.5722 0.106
H -1.3134 1.4631 -2.3209 0.095
C -3.9953 -6.5608 4.6158 -0.021
H -4.0537 -4.0090 1.8285 0.085
C -1.1952 2.6929 3.0875 -0.020
H 8.2725 0.4686 -7.4009 0.084
C -0.1769 0.8150 -4.0586 -0.208
H 2.7700 6.9270 9.2249 0.082
H -6.3171 -5.0442 4.1547 0.084
H -2.1678 -5.4915 1.5674 0.083
C 0.5524 -0.8007 -2.2143 -0.225
H 1.3291 -0.9617 -1.4515 0.117
H 1.0847 -3.5640 -1.5665 0.078
H 0.4092 2.5151 6.1854 0.076
H -1.4865 -2.1715 -0.8938 0.030
H -1.0920 3.4028 5.8250 0.084
H -3.3159 1.8227 -0.2813 0.067
H 3.9688 3.0847 -6.4111 0.075
H -3.8153 -5.5022 4.8111 0.085
H 0.4268 3.8996 5.0805 0.071
H 1.3434 -2.1983 -3.6143 0.099
H 1.8611 0.2494 -3.5700 0.099
H 4.2066 1.9831 -4.0401 0.064
H 2.7705 4.4005 -6.5894 0.077
C -1.4921 1.2590 -3.3845 -0.203
H -2.2698 -0.7525 -3.2385 0.102
O 1.6900 3.7079 -4.4264 0.063
C -3.8813 -0.0450 -1.2548 -0.254
H 2.7079 7.4716 6.0882 0.084
C 0.4193 -2.1004 -3.0126 -0.265
H 7.9205 -0.9769 -5.2054 0.086
C -6.4319 -6.1157 3.9821 -0.027
C -3.1324 -3.5640 1.4131 -0.236
H 1.3782 7.5970 8.3804 0.083
H -0.3977 -2.0205 -3.7443 0.092
H 4.3172 4.6703 -5.7409 0.080
C 2.8683 3.5418 -4.6313 -0.497
H 3.1933 2.6401 -2.7287 0.074
H -1.4776 -1.4998 1.0831 0.041
H -1.3283 1.9352 2.3189 0.071
H 9.0929 1.7071 -6.4561 0.083
C -5.4501 -6.8832 4.8354 -0.509
H 1.2044 6.0803 9.2986 0.081
O 6.1924 1.5700 -5.4060 0.067
H 0.0606 -4.1984 -2.8486 0.071
H -7.4478 -6.4231 4.2184 0.076
C -1.3862 -1.7644 2.1399 -0.108
C 1.8687 6.6653 8.6677 -0.026
H -0.6581 3.5476 2.6714 0.082
H -2.9148 -5.1570 0.0124 0.091
O 1.8100 4.7567 7.2500 0.071
H -4.7703 0.2170 -3.1972 0.096
H -0.4998 -5.2161 -0.2270 0.079
H 3.3466 5.8789 5.6093 0.083
H -1.4307 -0.8477 2.7366 0.043
O -5.8167 -7.7056 5.6432 0.055
C 0.9114 0.4338 -3.0461 -0.226
C 7.2498 1.0207 -5.5990 -0.495
C 8.1138 1.3594 -6.7906 -0.024
C -3.0874 0.7514 -0.2115 -0.122
C 0.1725 -3.3488 -2.1540 -0.234
C 3.1568 6.5440 6.4478 -0.024
H -4.9186 -0.1492 -0.9133 0.096
H 4.1002 6.8021 6.9324 0.083
C -0.1496 3.0358 5.4130 -0.037
C 3.5153 3.9549 -5.9339 -0.025
C 7.7725 -0.0413 -4.6633 -0.020
H -0.3921 -2.1945 2.2850 0.067
H -6.2248 -6.2929 2.9253 0.086
H -3.4511 -2.8833 0.6121 0.098
H 8.7402 0.2605 -4.2582 0.084
H -0.2991 -3.8615 0.8653 0.067
H -3.9830 1.6648 -2.5874 0.101
H -3.3772 -7.1658 5.2748 0.079
C -3.8786 0.5713 -2.6671 -0.218
H -2.1705 3.0498 3.4249 0.083
H -0.3674 -0.0289 -4.7319 0.101
H 7.6338 2.1314 -7.3866 0.080
H -2.0105 0.6175 -0.3455 0.054
O -0.0515 0.9633 4.2369 0.076
H -2.1361 -3.4091 3.3412 0.093
C -2.6366 0.2418 -3.5151 -0.204
C -0.4240 2.1100 4.2515 -0.502
H -3.3184 -2.1551 2.9992 0.088
H -0.3752 -0.6095 -1.6652 0.072
H -2.1509 -3.7819 -1.8537 0.061
C 2.2340 5.8705 7.4359 -0.500
```

Values from the calculation:
E_LUMO ... 1.8 eV
HOMO energy ... -0.1683 Ha
Relative energy (zero: lowest compared OMol25 entry of this formula, charge and spin) ... 0.000 eV
Charge ... -1
E_tot ... -1582.526736 Ha
Strongest force on any atom ... 0.006 Eh/bohr
2S+1 ... 1

***

Formula: C30H64ClFNO
Source: OMol25
Level of theory: ωB97M-V with the def2-TZVPD basis set

Geometry as XYZ:
```
98
Properties=species:S:1:pos:R:3:lowdin_spin:R:1
H 0.2128 -3.0842 -0.4005 0.000
H 8.9863 0.3109 0.8261 0.000
H -2.8753 3.2493 -5.0325 0.000
H 6.7327 2.3849 5.7024 -0.001
H 5.3048 3.9642 1.1917 0.000
H 2.6649 1.7440 3.0450 0.001
H -7.2584 -3.6409 2.4240 0.000
H -4.8120 2.5102 -3.6035 0.000
C 7.5420 -1.3073 0.8188 0.000
H 3.8660 4.1188 2.3288 0.000
H 2.8562 1.4939 1.2604 0.000
C 6.7456 1.3274 5.4106 0.002
H 8.1685 0.2850 3.2295 0.001
H 5.1301 0.2983 1.0116 0.000
C 7.9070 0.1839 0.6171 0.001
H 5.4933 1.8268 0.2135 0.001
C 3.3207 1.3448 2.2550 0.003
H 6.0228 -1.2006 -0.8326 0.000
H -3.2542 -2.3143 1.6460 0.000
C 4.7256 2.0608 2.2245 0.025
C -4.1276 -2.7765 1.1815 0.000
H -1.8463 2.0472 -4.2366 0.000
H -7.9333 2.3801 -5.8817 0.000
H -0.2675 0.6902 -0.8678 0.000
H 5.3322 -0.6592 2.9454 0.000
C 4.4160 3.4800 1.6154 -0.002
H -1.8269 -0.0871 0.9491 0.000
H 3.4501 0.2480 2.3478 0.000
H -2.5005 1.2709 0.0509 0.000
H -4.8450 0.4434 -6.8315 0.000
H -5.5260 -1.8434 2.5273 0.000
C -8.6548 -1.2505 1.7247 0.000
H 4.5224 -0.1899 4.4484 0.001
H -3.0829 -0.3651 -0.2678 0.000
C -1.1333 0.0666 -1.1097 0.000
C -3.9523 1.8511 -3.7550 0.000
H 2.6266 -2.2874 -0.9029 0.000
Cl 7.8049 2.8607 0.9470 0.007
C 5.5989 1.2857 1.1755 0.014
H 5.4451 -1.7901 0.7596 0.000
H 7.7556 0.8761 5.4404 0.000
H -8.0407 -3.4393 0.1145 0.000
H 3.7098 3.3141 0.7720 0.000
H -4.3906 -2.1788 0.3073 0.000
F 7.3882 -1.6979 2.1414 0.000
H -8.2892 -1.5707 2.7021 0.000
C 1.1868 -1.3570 0.4277 0.000
H -1.5789 -1.9718 -1.6246 0.000
C 6.2178 1.0978 3.9360 0.027
C -4.2795 0.7763 -4.7914 0.000
H -5.9234 2.6125 -7.2735 0.000
H -3.8403 -3.7749 0.8429 0.000
H -9.5449 -1.8355 1.4820 0.000
H -4.9394 -3.4036 3.0597 0.000
C -7.5899 -1.4063 0.6454 0.000
H 6.1267 0.6951 6.0776 0.000
C -7.1640 -2.8565 0.4166 0.000
C 7.4824 1.1288 3.0217 0.016
C 7.1301 1.2134 1.4752 0.002
N 5.3320 2.2100 3.5682 0.337
H 2.0708 -0.6975 -1.4516 0.000
C -5.2779 -2.8502 2.1788 0.000
H 8.0462 2.0307 3.3242 0.002
C -0.7033 -1.3837 -1.3292 0.000
H -6.4753 -2.8911 -0.4331 0.000
O 5.9473 3.3509 3.6091 0.564
C 5.5166 -0.2935 3.9752 0.000
H 1.5298 -1.9023 1.3125 0.000
C -5.8043 2.2732 -6.2403 0.000
H 8.4002 -1.8934 0.4319 0.000
H -7.0795 1.3582 -4.7293 0.000
H 0.9359 -0.3481 0.7686 0.000
H -6.2559 -4.5672 1.3342 0.000
H -0.7902 -2.1526 0.6842 0.000
H -0.0168 -1.4224 -2.1807 0.000
H -2.5132 3.3991 -3.3151 0.000
H -3.7485 1.7867 -6.6216 0.000
H 3.2101 -0.8183 -0.1131 0.000
H -5.5892 3.1673 -5.6480 0.000
H -6.7220 -0.7885 0.8937 0.000
C 2.3361 -1.2874 -0.5720 0.000
C -4.6269 1.3009 -6.1861 0.000
H -7.9870 -1.0121 -0.2948 0.000
H -1.5355 0.4528 -2.0516 0.000
C -2.7262 2.6830 -4.1115 0.000
H -7.3726 0.7806 -6.3775 0.000
H 6.1504 -1.0528 4.4578 0.000
H 6.4215 -2.8824 -0.2078 0.000
C -2.1962 0.2251 -0.0297 0.000
C -7.1207 1.6584 -5.7780 0.000
C 6.2917 -1.8131 0.0401 0.000
H -5.1059 0.1651 -4.4158 0.000
C -6.5201 -3.5442 1.6224 0.000
C -0.0541 -2.0597 -0.1200 0.000
H -3.7709 1.3592 -2.7941 0.000
H 7.7860 0.4121 -0.4604 0.000
H -8.9550 -0.2045 1.8126 0.000
H -3.4233 0.0987 -4.8807 0.000
```

Values from the calculation:
E_LUMO (alpha / beta) ... 0.6 / 0.1 eV
HOMO energy (alpha / beta) ... -0.3208 / -0.3515 Ha
E_tot ... -1871.430584 Ha
Strongest force on any atom ... 0.054 Eh/bohr
2S+1 ... 2

***

Formula: C30H64FN4O8PS2
Source: OMol25
Level of theory: ωB97M-V with the def2-TZVPD basis set

Geometry as XYZ:
```
110
Properties=species:S:1:pos:R:3:lowdin_charge:R:1
H -3.0769 3.7833 -1.3878 0.138
H -1.4746 -3.1308 -0.8879 0.066
H 2.1786 -4.1777 -2.3307 0.078
P 2.9523 2.6264 -1.9078 0.439
H -0.3853 -1.4019 1.2074 0.136
C -9.2303 -1.9718 4.3181 -0.332
H -0.6978 -7.2337 1.3798 0.074
H 4.3435 2.3618 -2.3033 0.013
C 0.7935 1.3318 -0.1093 -0.186
H 5.1010 -7.7589 -2.4189 0.074
H 0.1687 1.9902 -2.3233 0.105
H 3.7055 -2.5610 -3.6056 0.078
C 1.5861 -3.3260 -1.7393 -0.100
H -9.4502 -1.7741 2.3927 0.087
C 0.2007 3.2710 1.8054 -0.171
H -1.0077 -5.5492 0.8953 0.070
N 6.2089 1.4666 4.5446 -0.034
C -10.6918 -1.7199 4.6260 -0.092
C 0.7832 -0.2820 -0.5798 -0.214
H 3.4139 8.5407 -5.4521 0.072
H -11.2742 -2.6392 4.5062 0.078
H 6.0596 -6.5228 -1.5695 0.079
H 3.1994 1.8334 1.8335 0.107
C 5.5589 -6.7700 -2.5112 -0.093
H 0.4554 -3.7090 -1.7349 0.078
O 5.1327 -4.4472 -2.9611 -0.105
H 1.1427 -6.3723 -0.0909 0.111
O -2.2419 1.6575 -2.4873 -0.127
H -10.8173 -1.3529 5.6486 0.076
C 1.4993 7.5683 -5.2063 -0.330
H 4.2261 -1.4532 4.5854 0.143
H 3.4723 7.0341 -4.5071 0.065
H 1.4009 5.8359 -4.3210 0.050
S 6.0199 2.7388 1.9014 0.878
H 1.1322 1.2193 2.1408 0.162
H 6.3345 -6.8111 -3.2830 0.073
C 4.8632 2.6886 0.4054 -0.507
H -8.6434 -1.0542 4.4231 0.086
H -4.6350 2.3888 -0.4600 0.069
H 3.5254 -0.6365 -3.2996 0.072
F -0.9816 1.1154 1.8532 -0.101
H 5.2656 1.7897 -0.2687 0.081
H 3.8728 0.1150 0.4717 0.106
H -7.6233 0.2269 1.4771 0.109
C -6.0871 -0.5869 2.7647 -0.088
C 3.3796 -1.7150 -2.8386 -0.107
H -2.3757 -1.2927 -1.0736 0.070
N -3.8743 2.5767 0.2301 -0.037
H 5.0294 3.6977 -0.1626 0.064
H -2.0808 3.3791 2.3891 0.066
H 1.2128 8.1286 -4.3110 0.107
H -0.9393 4.5622 3.3216 0.090
H 1.7583 -6.7235 1.5360 0.108
H 5.8007 -4.5026 -3.6657 0.093
H 3.9501 -1.8888 -1.8321 0.078
C 2.4340 1.5832 -0.3482 -0.431
C -0.3405 -6.2036 1.4657 -0.091
C 0.9129 -0.6500 -2.1581 -0.121
H -5.5864 -0.3396 3.7065 0.083
H -0.1236 -0.6729 -2.7540 0.144
C 1.7408 -1.9608 -2.6062 -0.352
C 1.0828 -6.0818 0.9621 -0.321
H 1.0351 8.0449 -6.0747 0.112
H -0.9169 2.7304 3.8431 0.092
H -7.8881 0.5134 3.2083 0.097
H 3.2842 6.9571 -6.2546 0.077
H 0.1311 3.4017 -1.1037 0.091
H -2.0862 3.8724 0.2152 0.096
O -6.5133 1.7360 2.3149 -0.086
C 4.8423 -0.4783 4.3822 -0.033
C 3.0052 7.5301 -5.3643 -0.098
C -2.6395 3.1374 -0.5065 -0.183
C 0.3189 1.6997 1.4097 -0.165
H -11.1125 -0.9839 3.9331 0.074
H 1.4756 -4.4917 2.0167 0.091
N 3.1432 0.2147 -0.2650 0.067
H -0.0431 4.0236 0.9553 0.097
C 5.6261 1.3844 3.1304 -0.448
H 1.1705 3.6283 2.4033 0.121
H 3.7579 -5.6697 -2.0677 0.096
C -1.7323 1.9099 -1.0981 -0.276
O -9.0905 -2.4527 2.9893 -0.094
H -3.1266 1.1648 -2.4114 0.112
H 4.0226 -5.9562 -3.7989 0.111
C 4.5188 -5.7229 -2.8518 -0.334
H -0.4088 -5.8928 2.5133 0.074
C -7.1271 0.4602 2.4241 -0.332
O 2.2056 -1.6327 1.3231 -0.010
H -5.8453 1.6805 1.6102 0.049
C 3.2780 2.4021 0.8142 -0.247
H 1.3546 -2.2353 -3.7052 0.143
O 4.7959 0.1724 3.0585 -0.142
H 1.4801 0.2767 -2.6594 0.079
S 2.7175 4.5537 -1.6580 0.157
H -8.8197 -2.7237 4.9984 0.118
C 2.0860 -0.7204 0.3597 -0.214
C -1.0367 3.4498 2.9185 -0.119
H -5.3115 -0.6280 1.9930 0.068
N 5.7391 0.3691 5.2586 -0.038
C -0.3758 -1.2692 0.0201 -0.087
O 1.5244 -4.7371 1.0769 -0.114
C -0.1110 2.2357 -1.1886 -0.088
O 0.9891 6.2474 -5.1000 -0.099
C -1.4615 -1.9648 -0.7102 -0.031
H 2.1763 2.2895 -3.0927 -0.011
H -3.6416 1.6870 0.7234 0.058
H -6.5449 -1.5758 2.8571 0.064
H 2.0443 -3.3141 -0.6631 0.071
H -1.9937 0.9440 -0.4919 0.119
H 2.8450 3.4959 1.0204 0.097
```

Values from the calculation:
E_LUMO ... -0.5 eV
HOMO energy ... -0.2855 Ha
SMILES ... C=C[C@]1(CC(C)C)C(=O)N[C@@](CCSc2nnco2)([PH2]=S)[C@]1(C[C@H](O)CN)[C@H](F)CC.CCO.CCO.CCO.CCO.CCO
E_tot ... -3239.330986 Ha
Strongest force on any atom ... 0.164 Eh/bohr
2S+1 ... 1